No. 1
Density functional theory data (ωB97M-V/def2-TZVPD) for 2 unconnected molecules or ions with the total composition C6H9N4 in a non-equilibrium geometry.

Structure (XYZ):
```
19
Properties=species:S:1:pos:R:3:lowdin_charge:R:1
N 1.162 -0.781 -2.395 0.226
N -0.227 0.778 0.345 -0.132
N -2.398 -1.773 -1.574 0.094
N -1.911 -1.485 -0.624 0.053
C -1.272 1.669 0.779 -0.002
C 0.128 -0.130 1.418 -0.094
C 1.352 -1.021 1.064 -0.010
C 1.841 -1.138 -0.173 -0.014
C 0.350 0.770 -0.766 0.055
C 1.216 -0.346 -1.238 -0.374
H 0.215 0.470 2.283 0.122
H 0.667 -0.132 -3.003 0.079
H -1.710 2.211 -0.101 0.125
H -1.024 2.681 1.233 0.147
H 2.694 -1.932 -0.359 0.177
H 0.008 1.501 -1.630 0.206
H 1.689 -1.588 1.831 0.079
H -1.921 1.119 1.370 0.078
H -0.859 -0.873 1.542 0.184
```

Calculated values
Energy above the lowest of the compared OMol25 structures with the same formula, charge and spin in kcal/mol: 62.3
Net charge: +1
HOMO in eV: -14.213
2S+1: 1

***

No. 2
Density functional theory data (ωB97M-V/def2-TZVPD) for a molecular structure, C5H10Si in a non-equilibrium geometry.

Structure (XYZ):
```
16
Properties=species:S:1:pos:R:3:lowdin_charge:R:1
Si -0.356 1.610 -0.077 0.657
C 1.416 0.858 -0.107 -0.355
C 0.346 -1.283 -0.331 -0.108
C -2.351 -0.663 0.244 -0.071
C -1.257 -0.026 -0.147 -0.252
C 1.432 -0.546 0.417 -0.345
H 1.177 -0.730 1.501 0.127
H 0.429 -1.220 -1.497 0.112
H -2.374 -1.668 0.210 -0.004
H 2.102 1.696 0.380 0.103
H -0.534 2.404 -1.178 -0.075
H -0.852 2.105 1.096 -0.071
H 1.635 0.859 -1.170 0.057
H 0.116 -2.218 0.044 0.039
H 2.425 -0.965 0.124 0.112
H -3.355 -0.213 0.493 0.072
```

Calculated values
Energy above the lowest of the compared OMol25 structures with the same formula, charge and spin in kcal/mol: 59.8
Net charge: 0
HOMO in eV: -8.773
2S+1: 1

***

No. 3
Density functional theory data (ωB97M-V/def2-TZVPD) for 3 unconnected molecules or ions with the total composition C14H35BN2O6S2Si in a non-equilibrium geometry.

Structure (XYZ):
```
61
Properties=species:S:1:pos:R:3:lowdin_charge:R:1
S 3.356 -0.670 -2.180 0.675
S -1.012 2.834 3.862 0.669
Si -1.252 -0.874 -1.873 0.615
O 2.217 -1.509 -1.870 -0.329
O -0.699 4.221 4.135 -0.325
O -2.319 2.410 3.402 -0.333
O -0.561 1.598 -0.464 -0.047
O 3.585 -0.133 -3.507 -0.328
O -4.849 -3.790 0.610 -0.271
N -0.469 -1.759 -0.469 -0.119
N -0.016 1.736 -2.971 -0.193
C 1.319 1.667 3.679 -0.226
C 0.556 0.875 -4.075 -0.138
C -3.179 -0.994 -1.642 -0.308
C -4.006 -3.415 1.763 -0.134
C -3.731 -2.519 -1.400 -0.225
C 5.406 -0.623 -0.493 -0.219
C 4.235 0.119 0.151 -0.225
C -0.543 1.855 5.282 -0.230
C 0.224 2.183 2.757 -0.243
C -0.990 2.777 -3.477 -0.107
C 3.410 0.667 -1.003 -0.215
C -4.978 -2.620 -0.313 -0.204
C 0.596 0.949 4.818 -0.222
C 4.838 -1.491 -1.614 -0.222
B -0.561 0.927 -1.809 -0.536
H -2.092 2.442 -3.268 0.094
H 0.383 -2.207 -0.878 -0.005
H -3.734 -0.589 -2.617 0.092
H -0.231 1.365 2.190 0.100
H 3.913 1.513 -1.481 0.118
H -0.775 3.768 -2.846 0.107
H 2.397 0.949 -0.711 0.104
H 5.541 -1.585 -2.446 0.108
H -1.158 -2.468 -0.133 -0.001
H -0.216 2.538 6.071 0.106
H 1.460 0.220 -3.668 0.062
H -5.008 -1.664 0.361 0.112
H 6.112 0.105 -0.911 0.121
H -6.011 -2.749 -0.877 0.135
H 4.576 0.917 0.816 0.119
H 3.634 -0.582 0.743 0.122
H -0.234 0.260 -4.683 0.093
H 1.056 1.624 -4.859 0.110
H 4.558 -2.483 -1.250 0.109
H -1.477 2.050 -0.449 0.122
H -1.405 1.276 5.624 0.105
H 1.899 2.507 4.081 0.121
H 0.568 2.965 2.078 0.111
H -3.379 -2.434 1.590 0.096
H -3.309 -4.345 1.989 0.103
H 0.186 0.001 4.450 0.120
H 5.952 -1.228 0.237 0.118
H 1.275 0.715 5.644 0.115
H -0.933 -1.620 -3.082 -0.015
H -0.789 3.074 -4.605 0.108
H -4.681 -3.243 2.732 0.104
H -3.561 -0.320 -0.736 0.089
H -4.192 -2.886 -2.437 0.118
H 2.008 1.001 3.152 0.110
H -2.911 -3.308 -1.120 0.104
```

Calculated values
Net charge: 0
HOMO in eV: -8.544
2S+1: 1
SMILES: COCCC[Si@H](N)B(O)N(C)C.O=S1(=O)CCCC1.O=S1(=O)CCCC1

***

no.,electronic energy (eV)
1,-12319.933
2,-13221.246
3,-60572.424